{"formula": "C34H31F11N2O8S2", "method": "ωB97M-V/def2-TZVPD", "lumo_ev": -0.86, "max_force_ev_per_a": 6.58, "e_homo_ev": -8.442, "orbital_gap_ev": 7.6, "smiles": "C=CCc1c(S(=O)(=O)C(F)(F)C(F)(F)F)cc2c(c1-c1ccncc1)Nc1cc(CCOC(C)=O)ccc1S2.CCOC(=O)C(F)(F)F.CCOC(=O)C(F)(F)F", "symbols": ["C", "C", "C", "C", "C", "S", "O", "O", "C", "F", "F", "C", "F", "F", "F", "C", "C", "C", "C", "C", "C", "C", "N", "C", "C", "N", "C", "C", "C", "C", "C", "O", "C", "C", "O", "C", "C", "C", "S", "H", "H", "H", "H", "H", "H", "H", "H", "H", "H", "H", "H", "H", "H", "H", "H", "H", "H", "H", "H", "H", "C", "C", "O", "C", "O", "C", "F", "F", "F", "H", "H", "H", "H", "H", "C", "C", "O", "C", "O", "C", "F", "F", "F", "H", "H", "H", "H", "H"], "positions_angstrom": [[1.4963, 3.2060, -1.3728], [2.3306, 3.7373, -0.3655], [3.3424, 2.8910, 0.5577], [3.1950, 1.3203, 0.3101], [4.3799, 0.4738, -0.2886], [6.0319, 1.2164, -0.7255], [6.5986, 2.0995, 0.3487], [7.0396, 0.1024, -0.9608], [5.7997, 2.0556, -2.3775], [6.5512, 3.2483, -2.5313], [4.4083, 2.4285, -2.4459], [6.0298, 1.0715, -3.6439], [5.2128, -0.0927, -3.5068], [5.6122, 1.6755, -4.8687], [7.3720, 0.6971, -3.8290], [4.2612, -1.0655, -0.5914], [2.9037, -1.7198, -0.2586], [1.7179, -0.8987, 0.3838], [1.8517, 0.6447, 0.6744], [0.5784, 1.3564, 1.2812], [0.5082, 2.1947, 2.5726], [-0.8162, 2.8001, 3.0045], [-2.1197, 2.7200, 2.4418], [-2.0009, 1.9424, 1.2558], [-0.8044, 1.2768, 0.6022], [0.4429, -1.5582, 0.7335], [-0.1330, -2.3322, -0.3895], [-1.6121, -2.0441, -0.7570], [-2.2004, -2.8799, -1.9555], [-3.7315, -2.5139, -2.3398], [-3.6223, -1.1337, -3.2101], [-2.3975, -1.2413, -3.9842], [-1.8305, 0.0240, -4.2866], [-2.6163, 1.4106, -4.3800], [-0.5907, 0.0530, -4.5410], [-1.3566, -3.9519, -2.6841], [0.1436, -4.2474, -2.3110], [0.7336, -3.3983, -1.1647], [2.5036, -3.5211, -0.5676], [0.8616, 3.9417, -1.9838], [1.3503, 2.0992, -1.6067], [2.3108, 4.8740, -0.1909], [4.4003, 3.2659, 0.2808], [3.0678, 3.0970, 1.6465], [5.1306, -1.6650, -1.0295], [1.4592, 2.3580, 3.2012], [-0.7719, 3.4445, 3.9629], [-3.0050, 1.8020, 0.7002], [-0.9234, 0.7170, -0.3864], [0.6922, -2.2482, 1.4689], [-2.2507, -1.2576, -0.2325], [-4.2294, -3.3269, -2.9646], [-4.3227, -2.2519, -1.3828], [-4.5617, -0.9261, -3.8282], [-3.5489, -0.2637, -2.4495], [-1.8409, 2.2368, -4.6030], [-3.2860, 1.3675, -5.3174], [-3.1831, 1.7045, -3.4332], [-1.8535, -4.5285, -3.5384], [0.7861, -5.0140, -2.8533], [-9.6055, -3.5691, -2.6055], [-9.5486, -4.2302, -1.2425], [-8.3095, -4.9372, -1.0754], [-7.2531, -4.1952, -0.6849], [-7.2968, -3.0090, -0.4793], [-6.0213, -5.0772, -0.4999], [-5.8631, -5.9644, -1.5047], [-6.0862, -5.7999, 0.6379], [-4.8798, -4.3674, -0.4377], [-9.4324, -4.3037, -3.3961], [-10.5777, -3.0986, -2.7659], [-8.8304, -2.8054, -2.7048], [-10.3469, -4.9711, -1.1603], [-9.6972, -3.5065, -0.4366], [6.2527, 2.5388, 7.2943], [5.8027, 2.9953, 5.9206], [4.4128, 2.6921, 5.7177], [3.5328, 3.5791, 6.2264], [3.8440, 4.5765, 6.8237], [2.1032, 3.1589, 5.8954], [1.8908, 1.8411, 6.0897], [1.7917, 3.4082, 4.6008], [1.1845, 3.8005, 6.6383], [6.0298, 1.4786, 7.4387], [7.3258, 2.6954, 7.4205], [5.7278, 3.0850, 8.0818], [6.3583, 2.4522, 5.1529], [5.9969, 4.0600, 5.7656]], "forces_ev_per_angstrom": [[1.1, 1.5, 1.7], [-1.4, -1.3, -1.7], [-0.8, -0.1, -1.1], [0.0, -2.0, -0.3], [-3.2, -1.8, 0.4], [4.6, -2.7, 3.9], [-2.6, -0.8, -2.9], [-3.5, 2.5, -0.5], [-1.8, 2.4, -2.0], [-1.5, -3.1, 0.5], [3.1, -0.7, 0.1], [0.1, -1.4, -2.3], [2.2, 2.9, 0.0], [1.0, -1.1, 3.3], [-3.4, 0.9, 0.7], [-3.1, 2.0, 1.4], [-0.4, 3.1, 0.7], [2.8, 2.0, -0.9], [1.8, -2.5, -1.2], [-3.2, 1.8, 1.1], [-1.5, -1.1, -2.4], [0.7, -0.1, 0.1], [5.4, -2.6, -2.3], [0.4, -0.5, -0.7], [1.0, 1.3, 2.6], [1.6, -0.9, -1.1], [-2.0, -1.2, -2.6], [2.8, -3.3, -2.6], [2.2, -0.4, 1.6], [1.4, 1.0, -0.4], [-0.7, -0.3, 1.6], [-0.7, 3.3, -0.3], [4.3, 0.1, -0.8], [0.1, -0.1, -0.5], [-4.9, -0.4, 0.9], [1.2, 1.7, 2.4], [-2.2, 3.3, 2.2], [-3.0, 1.0, -0.5], [-1.0, 1.7, -0.4], [1.0, -1.3, 1.0], [0.5, 1.7, 0.4], [0.2, -2.0, -0.3], [-1.7, -0.7, 0.9], [0.7, -0.2, -1.4], [-1.4, 1.1, 0.7], [-2.2, -0.6, -1.6], [0.0, -1.2, -1.7], [1.8, 0.2, 0.9], [0.1, 0.9, 1.6], [-0.3, 0.5, -0.4], [1.2, -1.3, -0.7], [0.7, 1.0, 1.0], [0.9, -0.7, -1.7], [1.4, -0.5, 0.5], [0.1, -1.4, -1.2], [-1.1, -1.7, 0.5], [0.7, 0.0, 1.7], [0.6, -0.6, -1.5], [0.9, 0.9, 1.4], [-1.1, 1.2, 0.8], [0.3, 0.1, -0.2], [-0.7, 0.3, -0.2], [1.1, 0.1, 0.5], [-1.8, 0.8, -0.2], [0.6, -0.9, -0.1], [1.7, -1.2, 0.2], [-0.4, 0.5, 0.2], [-0.4, 0.5, -0.3], [-0.8, 0.0, 0.0], [-0.1, 0.0, 0.1], [0.1, -0.1, 0.1], [-0.1, 0.0, 0.1], [0.3, -0.1, 0.0], [0.3, -0.1, -0.1], [-0.3, 0.0, 0.3], [0.9, 0.0, 0.2], [-1.2, 0.4, 0.0], [2.0, 0.3, 0.1], [-0.9, -0.6, -0.4], [-1.9, -0.6, 0.2], [0.5, 0.5, 0.0], [0.8, 0.6, 1.0], [0.8, 0.0, -0.2], [0.1, 0.0, -0.1], [-0.1, 0.0, -0.1], [0.1, 0.1, -0.1], [-0.4, 0.0, 0.0], [-0.3, -0.1, 0.1]], "lowdin_charge": [-0.019, -0.148, -0.143, -0.082, -0.162, 0.821, -0.317, -0.335, -0.312, 0.077, 0.031, -0.329, 0.084, 0.090, 0.109, -0.010, -0.370, -0.118, -0.024, -0.115, 0.004, -0.126, 0.028, -0.142, -0.022, -0.014, -0.193, 0.057, -0.153, -0.124, -0.183, -0.067, -0.396, -0.014, 0.036, -0.007, -0.041, -0.393, 0.877, 0.069, 0.072, 0.109, 0.105, 0.107, 0.115, 0.087, 0.106, 0.101, 0.091, 0.133, 0.102, 0.115, 0.112, 0.134, 0.120, 0.101, 0.102, 0.081, 0.103, 0.097, -0.062, -0.204, 0.024, -0.365, 0.159, -0.509, 0.155, 0.162, 0.141, 0.084, 0.084, 0.076, 0.127, 0.126, -0.062, -0.202, 0.021, -0.366, 0.170, -0.495, 0.160, 0.097, 0.165, 0.084, 0.084, 0.078, 0.128, 0.127]}

---

{"formula": "C5H3NO", "method": "ωB97M-V/def2-TZVPD", "lumo_ev": [-1.75, -1.75], "max_force_ev_per_a": 1.04, "e_above_lowest_kj_mol": 357.83, "e_homo_ev": [-9.204, -9.204], "orbital_gap_ev": [7.5, 7.5], "symbols": ["N", "C", "C", "C", "O", "C", "C", "H", "H", "H"], "positions_angstrom": [[-3.0183, 0.5415, -0.0639], [-1.8819, 0.3368, 0.0409], [-0.4905, 0.0691, 0.1796], [0.1623, -0.0504, 1.4678], [1.3621, -0.2834, 1.5488], [1.6919, -0.0655, -1.0720], [0.3664, -0.0024, -0.8960], [-0.4674, 0.1175, 2.3634], [2.2056, -0.8562, -1.6262], [0.0697, 0.1931, -1.9425]], "forces_ev_per_angstrom": [[1.0, -0.2, 0.1], [-0.9, 0.2, -0.1], [0.1, 0.0, -0.1], [0.3, -0.1, -0.2], [-0.3, 0.0, -0.4], [-0.3, 0.0, 0.4], [0.3, 0.1, 0.0], [0.2, 0.0, -0.2], [0.1, 0.0, 0.5], [-0.4, 0.0, 0.0]], "lowdin_charge": [0.143, -0.212, -0.233, -0.223, 0.034, 0.277, -0.163, 0.141, 0.073, 0.162]}

---

{"formula": "C4H14N2O", "method": "ωB97M-V/def2-TZVPD", "lumo_ev": -6.81, "max_force_ev_per_a": 0.65, "e_above_lowest_kj_mol": 30.52, "total_charge": 2, "e_homo_ev": -18.867, "orbital_gap_ev": 12.1, "symbols": ["C", "C", "C", "C", "N", "N", "H", "H", "H", "H", "H", "H", "H", "H", "H", "H", "H", "H", "H", "H", "O"], "positions_angstrom": [[-1.6353, 0.8708, -0.7450], [-1.2473, 0.9214, 0.7388], [-0.4490, -0.2404, 1.2549], [0.7542, -0.0897, 1.7652], [1.4765, -1.1850, 2.4432], [-0.4267, 0.9164, -1.6565], [-2.1152, -0.0740, -0.9787], [-2.2430, 1.7425, -0.9731], [-0.8332, 1.8954, 0.9924], [-2.2129, 0.8735, 1.2465], [-0.9994, -1.1780, 1.2512], [1.2791, 0.8546, 1.7511], [2.1357, -0.7925, 3.1362], [0.8399, -1.7966, 2.9682], [2.0394, -1.7857, 1.8286], [-0.2418, 1.8320, -2.0747], [0.4190, 0.6351, -1.1544], [-0.4987, 0.2680, -2.4484], [1.8113, -0.8731, -3.6158], [0.9394, -1.8619, -2.8665], [1.2082, -0.9327, -2.8634]], "forces_ev_per_angstrom": [[0.6, 0.0, 0.2], [-0.5, 0.1, -0.4], [-0.5, 0.2, -0.1], [0.1, 0.1, -0.2], [0.4, -0.1, 0.5], [0.1, 0.2, 0.0], [-0.4, 0.2, 0.0], [-0.3, -0.3, -0.1], [0.3, 0.0, 0.0], [0.0, 0.1, 0.2], [0.3, -0.2, 0.1], [0.1, -0.1, 0.2], [-0.2, -0.1, -0.2], [0.0, 0.0, -0.1], [-0.1, 0.1, -0.1], [-0.1, 0.1, 0.2], [0.0, -0.1, -0.2], [0.2, -0.1, 0.0], [0.0, 0.1, 0.0], [0.1, 0.1, 0.0], [-0.2, -0.3, 0.0]], "lowdin_charge": [-0.101, -0.154, -0.064, -0.067, 0.221, 0.187, 0.139, 0.145, 0.135, 0.144, 0.143, 0.142, 0.193, 0.187, 0.188, 0.183, 0.136, 0.142, 0.078, 0.070, -0.048]}